# 1
Computed, not measured: C14H21AsCoN2O6PS as an isolated structure in a non-equilibrium geometry, with ωB97M-V/def2-TZVPD.

```
! RIJCOSX wB97M-V def2-TZVPD def2/J DEFGRID3
* xyz -1 4
Co 0.183 0.862 1.143
O 4.529 0.443 1.038
As 3.455 1.777 0.827
O 4.013 2.948 1.817
O 2.019 1.055 1.383
C 3.331 2.036 -1.134
C 4.568 2.271 -1.767
C 4.791 2.304 -3.180
C 3.664 2.225 -3.980
C 2.360 2.187 -3.385
C 2.202 2.072 -1.928
S 0.436 1.860 -1.402
O -0.233 2.127 -2.680
O 0.023 2.657 -0.206
O 0.297 0.357 -1.009
H 4.829 0.397 1.960
H 5.501 2.354 -1.208
H 5.853 2.186 -3.472
H 3.688 2.081 -5.069
H 1.525 2.258 -4.011
N -6.845 0.945 2.184
C -5.650 0.732 1.468
C -4.648 1.680 1.523
C -3.507 1.491 0.800
C -3.331 0.299 0.111
C -4.364 -0.574 0.095
N -5.445 -0.367 0.813
H -6.843 1.514 2.953
H -7.586 0.282 2.053
H -4.825 2.561 2.083
H -2.640 2.176 0.828
H -2.429 0.060 -0.472
H -4.239 -1.596 -0.288
H -0.564 0.386 2.444
C 1.791 -2.671 0.652
P 0.507 -3.852 -0.223
C -1.027 -3.016 0.307
C 0.610 -5.054 1.110
H 1.646 -2.579 1.747
H 1.598 -1.711 0.194
H 2.780 -2.943 0.432
H -1.002 -2.753 1.388
H -1.943 -3.582 0.002
H -1.070 -2.056 -0.201
H 0.285 -4.521 2.009
H 1.652 -5.319 1.164
H 0.055 -5.990 1.086
*
```

Calculated values
* HOMO-LUMO gap (spin up / spin down): 8.583 / 9.031 eV
* LUMO level (spin up / spin down): 0.10395 / 0.10359 Ha
* highest occupied orbital energy (spin up / spin down): -0.2115 / -0.2283 Ha
* energy above the lowest of the compared OMol25 structures with the same formula, charge and spin: 135.12 kJ/mol

***

# 2
Computed, not measured: one molecule with the formula C3H9N3S in a non-equilibrium geometry, with ωB97M-V/def2-TZVPD.

```
! RIJCOSX wB97M-V def2-TZVPD def2/J DEFGRID3
* xyz 0 1
N 2.299 0.050 0.243
C 1.368 1.054 0.734
C 0.074 0.414 0.606
C 0.059 -0.985 0.937
N 0.361 -2.085 -0.079
N -0.558 1.242 -0.162
S -1.971 0.290 -0.943
H 2.314 -0.203 -0.870
H 3.226 0.128 0.487
H 1.569 1.948 0.148
H 1.601 1.113 1.744
H 0.654 -1.106 1.842
H -1.011 -1.333 1.295
H 1.385 -2.165 -0.085
H 0.161 -1.635 -1.173
H -2.090 1.279 -1.971
*
```

Calculated values
* HOMO-LUMO gap: 9.568 eV
* LUMO level: 0.02545 Ha
* highest occupied orbital energy: -0.3262 Ha
* structure (SMILES): NCC(CN)=NS
* energy above the lowest of the compared OMol25 structures with the same formula, charge and spin: 365.18 kJ/mol

***

# 3
Computed, not measured: a 2-piece molecular cluster, C7H16N3O overall in a non-equilibrium geometry, with ωB97M-V/def2-TZVPD.

```
! RIJCOSX wB97M-V def2-TZVPD def2/J DEFGRID3
* xyz 1 1
C 2.042 1.884 -2.571
C 0.760 -2.162 0.230
C 1.618 -2.081 -0.978
C -2.041 1.052 2.743
C -1.105 0.566 -2.594
C -0.333 -0.819 2.049
C -1.309 0.344 1.611
N 1.207 0.982 -2.154
N 0.406 -1.091 0.798
N 0.154 0.334 -2.651
O -0.633 1.194 0.742
H 3.022 2.137 -2.070
H 1.968 2.241 -3.610
H 0.854 -2.993 0.852
H 2.573 -1.677 -0.547
H 1.275 -1.312 -1.692
H 1.744 -2.972 -1.595
H -1.272 1.663 3.284
H -2.677 1.749 2.295
H -2.568 0.437 3.398
H -1.415 1.589 -2.415
H 0.621 -0.294 0.197
H -1.629 -0.447 -2.656
H 0.394 -0.442 2.817
H -0.933 -1.693 2.395
H -2.075 -0.251 1.046
H -0.648 2.062 1.075
*
```

Calculated values
* HOMO-LUMO gap: 8.336 eV
* LUMO level: -0.14597 Ha
* highest occupied orbital energy: -0.4523 Ha
* energy above the lowest of the compared OMol25 structures with the same formula, charge and spin: 325.12 kJ/mol

***

# 4
Computed, not measured: a 2-piece molecular cluster, C5H12N overall in a non-equilibrium geometry, with ωB97M-V/def2-TZVPD.

```
! RIJCOSX wB97M-V def2-TZVPD def2/J DEFGRID3
* xyz 2 2
C 2.151 -2.132 3.183
C 0.094 0.224 0.390
N 0.277 -0.699 1.250
C -0.846 1.252 -3.026
C -1.126 1.502 -1.488
C -0.976 0.330 -0.623
H 3.208 -1.958 3.417
H 1.517 -1.751 3.977
H 1.912 -1.538 2.213
H 1.949 -3.191 3.047
H -1.642 0.586 -3.364
H 1.004 0.771 0.101
H 0.094 0.753 -3.213
H -0.891 2.187 -3.598
H -0.499 2.293 -1.051
H -2.178 1.845 -1.459
H -0.340 -1.515 1.105
H -1.782 -0.431 -0.552
*
```

Calculated values
* HOMO-LUMO gap (spin up / spin down): 8.137 / 6.651 eV
* LUMO level (spin up / spin down): -0.48050 / -0.53307 Ha
* highest occupied orbital energy (spin up / spin down): -0.7795 / -0.7775 Ha
* energy above the lowest of the compared OMol25 structures with the same formula, charge and spin: 537.47 kJ/mol

***

# 5
Computed, not measured: a 2-piece molecular cluster, C3H6FNO overall in a non-equilibrium geometry, with ωB97M-V/def2-TZVPD.

```
! RIJCOSX wB97M-V def2-TZVPD def2/J DEFGRID3
* xyz 0 3
C -0.521 1.626 0.703
C -0.100 -1.016 0.470
C -0.283 0.791 -0.537
N 0.870 0.941 -1.255
O 0.218 2.299 1.353
F -1.540 0.627 -1.160
H -1.542 1.521 1.037
H 0.842 -1.269 0.088
H -0.970 -1.770 0.267
H 0.024 -0.720 1.505
H 1.441 1.603 -0.840
H 1.238 0.219 -1.918
*
```

Calculated values
* HOMO-LUMO gap (spin up / spin down): 6.347 / 7.096 eV
* LUMO level (spin up / spin down): 0.02789 / -0.08945 Ha
* highest occupied orbital energy (spin up / spin down): -0.2054 / -0.3502 Ha
* energy above the lowest of the compared OMol25 structures with the same formula, charge and spin: 235.72 kJ/mol

***

# 6
Computed, not measured: one molecule with the formula C4H7ClS in a non-equilibrium geometry, with ωB97M-V/def2-TZVPD.

```
! RIJCOSX wB97M-V def2-TZVPD def2/J DEFGRID3
* xyz 0 1
S 2.089 0.112 -0.633
C 0.814 -0.754 0.502
C -0.298 0.067 0.641
C -0.689 1.476 0.084
C -1.022 0.036 -0.668
Cl -2.779 -0.274 -0.483
H 2.778 -1.086 -1.275
H 0.542 -1.782 0.100
H 1.305 -0.947 1.598
H -0.933 -0.429 1.508
H -1.484 2.090 0.286
H 0.274 2.045 -0.226
H -0.597 -0.555 -1.434
*
```

Calculated values
* HOMO-LUMO gap: 9.668 eV
* LUMO level: 0.02019 Ha
* highest occupied orbital energy: -0.3351 Ha
* structure (SMILES): SC[C@H]1C[C@@H]1Cl
* energy above the lowest of the compared OMol25 structures with the same formula, charge and spin: 279.65 kJ/mol